Below is a molecular structure, C33H51BrN5O4PS2Sr in a non-equilibrium geometry, with properties calculated with ωB97M-V with the def2-TZVPD basis set.

XYZ file:
```
98
Properties=species:S:1:pos:R:3:forces:R:3
Sr 0.73603 -0.09448 0.02574 -0.51 -0.39 -1.23
Br -1.73428 -0.87909 -2.77933 0.03 0.08 -0.04
S 3.54556 0.37542 0.29428 0.31 0.11 0.11
S 1.36137 -3.18082 -0.46367 -0.20 0.12 0.21
P -1.39775 2.96878 0.53499 0.07 -0.04 -0.11
O 1.00300 1.03634 -6.71567 0.02 0.01 -0.02
O 3.78951 -8.41976 -3.98903 0.02 0.00 -0.04
O 1.47398 -0.87808 2.06599 0.45 -0.25 0.85
O 5.37731 -8.29720 -2.45799 0.03 0.04 0.02
N 2.66751 -1.45828 2.08704 -0.03 -0.01 0.07
N -1.68162 -1.47081 0.71237 0.05 -0.04 0.01
N -0.88911 1.54171 0.25644 -0.50 0.33 0.37
N 0.82949 0.12991 -2.69525 0.03 -0.01 -0.05
N -2.62628 -3.23161 2.73623 0.01 0.01 -0.04
C -0.90863 3.43349 -2.16685 0.01 -0.01 -0.02
C 4.21220 -7.86487 -3.01098 -0.04 -0.05 0.05
C -0.06986 4.07187 1.33781 0.01 0.09 0.02
C 0.98614 0.74934 -5.39783 0.00 0.01 0.00
C -0.17181 0.18923 -4.87441 0.01 0.00 0.03
C -2.91631 2.97867 1.70950 -0.04 0.01 0.02
C -1.55586 -1.12466 2.11612 0.00 0.02 0.01
C -1.84517 -2.88593 0.45121 -0.02 -0.02 -0.01
C 2.80343 -2.53212 2.89497 0.07 -0.02 -0.02
C -0.16988 -0.09083 -3.52311 -0.05 -0.05 -0.02
C -3.79967 1.77562 1.33107 0.01 0.02 -0.02
C 2.06863 0.98467 -4.55500 -0.01 -0.01 0.01
C 2.18766 -4.52965 -1.18015 0.02 0.10 -0.12
C -2.41833 2.71398 3.13826 0.04 -0.04 0.02
C 4.89275 -1.73662 1.37352 0.02 -0.02 0.00
C 0.67430 3.25680 2.40835 0.01 -0.02 0.02
C 3.68497 -1.01061 1.29561 0.14 0.02 0.04
C -3.78516 4.24012 1.75236 0.00 -0.01 0.00
C 3.81915 -6.31939 -1.03580 -0.01 0.02 0.01
C 0.97354 4.39779 0.25840 0.03 0.00 -0.01
C -3.25453 3.16082 -1.53761 0.01 -0.02 0.01
C 3.15687 -5.24876 -0.46576 0.04 -0.04 0.00
C -2.93635 -3.53249 1.28917 -0.01 0.00 0.06
C -1.93804 3.81317 -1.08829 -0.02 0.04 -0.04
C 3.54223 -6.72216 -2.34252 0.00 0.01 -0.04
C 5.04528 -2.82347 2.19076 0.00 0.01 0.00
C 2.57002 -6.02146 -3.05807 0.02 0.01 0.03
C -2.63452 -1.74165 2.98764 -0.02 -0.03 -0.01
C -2.11999 5.33429 -1.09536 0.00 -0.01 0.00
C 1.91526 -4.94661 -2.49449 0.01 -0.03 0.01
C 1.94071 0.65581 -3.22226 0.05 0.03 0.03
C -0.52751 5.39582 1.96314 0.00 -0.01 -0.02
C 3.96970 -3.23579 2.98288 -0.02 0.02 0.00
H 1.29763 3.49921 -0.26958 0.00 0.00 0.03
H -2.51272 5.63890 -2.07162 0.00 -0.01 0.01
H -2.04843 -3.04671 -0.60656 -0.02 0.00 0.01
H 1.85043 4.83700 0.74169 0.00 0.00 0.00
H -3.16720 0.94580 1.00760 -0.01 0.02 0.02
H -3.63567 -1.39610 2.72899 0.00 0.03 -0.01
H -1.14402 5.24776 2.84852 -0.01 0.01 -0.01
H 5.64405 -7.68808 -1.75908 -0.01 -0.03 -0.04
H 1.17226 -4.40201 -3.06306 0.00 0.00 0.00
H 1.90794 -2.76910 3.44631 0.00 -0.01 0.00
H -4.55380 4.11877 2.52429 0.01 -0.01 -0.01
H -2.82189 5.68560 -0.34068 -0.03 -0.01 0.03
H -3.45023 3.44800 -2.57501 0.00 -0.01 0.00
H -0.88796 -3.39440 0.63075 -0.01 0.01 0.01
H -0.56613 -1.43937 2.47147 -0.04 -0.04 0.03
H -3.92889 -3.12149 1.10296 0.00 0.01 -0.02
H 0.60834 5.11954 -0.46936 0.03 -0.01 0.01
H -1.34467 3.61952 -3.15362 0.00 0.02 0.00
H 4.53579 -6.85581 -0.42045 0.00 -0.01 -0.01
H -3.27496 2.45449 3.76944 0.01 0.00 0.00
H -4.49320 2.00363 0.52521 0.00 0.01 -0.05
H 0.35657 5.95731 2.28303 0.00 -0.01 0.00
H -1.07787 6.02780 1.26755 0.00 0.00 -0.02
H 0.12615 3.19494 3.34587 -0.01 -0.02 0.00
H -1.69787 1.89473 3.17658 -0.03 -0.01 -0.02
H -3.27389 -3.71209 3.35688 -0.02 0.00 0.00
H -2.95769 -4.61491 1.17175 0.01 -0.01 0.00
H 5.98629 -3.35700 2.21868 0.00 0.01 0.00
H -4.39636 1.47089 2.19839 0.00 0.02 -0.01
H -2.45399 -1.58095 4.04947 0.02 0.00 0.00
H -1.58526 -0.03607 2.19659 0.04 -0.01 -0.02
H -1.02671 -0.01820 -5.49925 0.01 0.01 -0.02
H -1.68593 -3.58457 2.93429 0.01 -0.01 0.01
H 1.85856 1.40681 -6.96172 -0.03 -0.01 0.01
H 5.69932 -1.38867 0.74533 0.00 -0.01 0.00
H 0.00782 4.01552 -2.09988 0.00 -0.04 0.00
H -4.10941 3.48749 -0.94958 -0.02 -0.01 0.02
H 4.03328 -4.08832 3.64297 -0.01 0.00 0.00
H -3.18412 2.07220 -1.49397 0.01 0.00 -0.01
H -2.35203 -0.87969 0.23382 0.12 0.09 -0.04
H 1.62870 3.74533 2.62312 -0.01 0.01 0.01
H 3.38279 -4.94826 0.54953 -0.01 0.01 0.00
H 2.76372 0.80850 -2.53209 0.00 -0.01 -0.01
H -3.21473 5.13288 2.00278 0.03 0.02 0.01
H 0.88938 2.24352 2.06695 0.00 0.03 -0.01
H 2.99256 1.40960 -4.92617 -0.01 -0.01 -0.01
H -4.30365 4.42062 0.81291 0.01 0.02 -0.02
H 2.34635 -6.33617 -4.06907 0.01 -0.02 0.00
H -1.17760 5.86214 -0.95453 -0.03 0.01 0.01
H -0.65857 2.37456 -2.08511 -0.01 0.02 0.00
H -1.94845 3.58848 3.58230 0.01 -0.01 0.00
```
Forces are in eV/Å.

Summary:
Calculated total energy = -5605.2803 a.u.
Charge = 0
Spin multiplicity = 1
Orbital gap = 5.50 eV
ΔE to the lowest compared entry with this formula, charge and spin = 80.5 kJ/mol
E_LUMO = -0.034 Ha